(1)
Below is an isolated molecule of C6H5NO3 in a non-equilibrium geometry, with properties calculated with wB97M-V/def2-TZVPD.

As for the SMILES: O=C(O)c1cccc[n+]1[O-]. For the HOMO-LUMO gap, the calculation gives 8.700 eV. As for the energy relative to the best compared isomer or geometry (same formula, charge and spin): 2.439 eV. The spin multiplicity is 1. Its LUMO energy is -0.025 eV.

XYZ file:
```
15
C6H5NO3 | the Open Molecules 2025 dataset | wB97M-V/def2-TZVPD
O -0.680 1.477 -1.984
O 0.076 2.620 -0.216
O -0.966 -1.165 -1.490
N -0.359 -0.933 -0.421
C -0.122 -2.064 0.378
C 0.980 -0.715 2.062
C -0.204 1.495 -0.877
C 0.509 -1.937 1.629
C 0.161 0.288 -0.003
C 0.782 0.383 1.265
H 0.720 -2.826 2.184
H 1.514 -0.640 2.969
H 1.042 1.410 1.494
H -0.570 -2.909 -0.113
H -0.272 3.342 -0.790
```

Atomic partial charges in e from the Löwdin method, atoms 1 to 6: 0.13, 0.09, -0.02, -0.19, 0.03, -0.09



(2)
Below is an isolated molecule of C20H33N3O4S, with properties calculated with wB97M-V/def2-TZVPD.

As for the SMILES: CCNS(=O)(=O)CC(=O)N(C)C[C@H](C)NC(=O)C[C@H](C)c1ccc(CC)cc1. For the HOMO-LUMO gap, the calculation gives 9.162 eV. As for the energy relative to the best compared isomer or geometry (same formula, charge and spin): 0.631 eV. The spin multiplicity is 1. Its LUMO energy is 0.496 eV.

XYZ file:
```
61
C20H33N3O4S | the Open Molecules 2025 dataset | wB97M-V/def2-TZVPD
S -3.085 2.618 1.147
O -2.090 1.978 1.954
O 3.216 -1.669 -2.299
O -2.655 0.093 -0.317
O -3.371 4.020 1.290
N -1.282 0.880 -1.937
N 0.987 -1.986 -2.072
N -4.505 1.839 1.279
C -0.928 1.926 -2.876
C 3.198 0.523 1.431
C 3.356 -4.215 1.312
C 1.859 0.705 1.764
C 2.807 -1.791 0.855
C -2.183 1.036 -0.928
C 2.287 -2.316 -1.849
C -0.884 -0.489 -2.241
C 1.347 2.065 2.156
C 1.474 -1.619 1.217
C 0.605 -0.669 -2.568
C 1.003 -0.387 1.652
C 3.661 -0.700 0.973
C 0.934 -0.519 -4.050
C 2.504 -3.521 -0.957
C -4.602 0.553 1.981
C -4.770 0.708 3.483
C -2.590 2.453 -0.564
C 1.116 2.946 0.929
C 3.321 -3.094 0.276
H -3.705 -0.009 1.737
H -1.232 1.638 -3.885
H -1.142 -1.065 -1.356
H 2.003 -0.641 -4.203
H 0.411 -1.287 -4.625
H 2.049 3.113 0.385
H 1.182 0.069 -1.997
H 3.884 1.359 1.511
H 0.634 0.455 -4.431
H 0.410 1.960 2.703
H 0.701 3.916 1.208
H -1.491 -0.877 -3.069
H -1.442 2.851 -2.635
H 4.698 -0.806 0.680
H 3.977 -3.935 2.163
H 2.063 2.549 2.825
H 3.054 -4.282 -1.513
H -4.862 -0.272 3.954
H -5.669 1.280 3.724
H 0.289 -2.522 -1.586
H 2.352 -4.427 1.688
H -5.445 0.016 1.544
H -3.909 1.219 3.913
H 3.757 -5.134 0.880
H 1.551 -3.959 -0.651
H 0.782 -2.452 1.144
H -0.046 -0.266 1.904
H 0.416 2.458 0.249
H -1.795 3.188 -0.672
H -5.236 2.508 1.480
H 4.336 -2.902 -0.076
H -3.448 2.772 -1.158
H 0.146 2.118 -2.876
```

Atomic partial charges in e from the Löwdin method, atoms 1 to 6: 0.60, -0.28, 0.07, 0.05, -0.30, -0.08



(3)
Below is an isolated molecule of C2H8N4 in a non-equilibrium geometry, with properties calculated with wB97M-V/def2-TZVPD.

As for the SMILES: C/N=C(\N)NN. For the HOMO-LUMO gap, the calculation gives 9.304 eV. As for the energy relative to the best compared isomer or geometry (same formula, charge and spin): 1.954 eV. The spin multiplicity is 1. Its LUMO energy is 1.031 eV.

XYZ file:
```
14
C2H8N4 | the Open Molecules 2025 dataset | wB97M-V/def2-TZVPD
N 1.079 -0.920 0.294
N -0.995 -0.581 -0.120
N 0.432 1.365 0.162
N 2.390 -0.612 -0.157
C 0.125 0.040 0.125
C -2.258 0.094 0.082
H 2.556 -1.005 -1.083
H -2.376 0.477 1.103
H 3.053 -1.041 0.481
H -2.388 0.940 -0.607
H 0.241 -1.703 0.018
H -3.060 -0.617 -0.112
H -0.218 2.004 -0.264
H 1.420 1.558 0.078
```

Atomic partial charges in e from the Löwdin method, atoms 1 to 6: -0.10, -0.06, 0.16, 0.00, -0.56, -0.16



(4)
Below is a cluster of 15 separate species, C78H162O45 in total in a non-equilibrium geometry, with properties calculated with wB97M-V/def2-TZVPD.

For the HOMO-LUMO gap, the calculation gives 9.569 eV. The spin multiplicity is 1. Its LUMO energy is 0.335 eV.

XYZ file:
```
285
C78H162O45 | the Open Molecules 2025 dataset | wB97M-V/def2-TZVPD
O 3.409 -1.765 1.304
O -0.765 -1.215 0.773
O 3.368 -1.281 3.421
O 1.490 -0.367 -3.972
O 3.771 -1.783 -4.356
O 0.543 -5.173 7.065
O 5.017 -3.344 -1.699
O 4.375 2.391 -3.329
O 0.257 2.042 -3.051
O 1.516 -5.454 -4.483
O -1.616 -2.138 -5.597
O -4.234 -3.378 1.176
O 4.388 -5.388 3.378
O -1.890 8.389 2.483
O -3.425 5.693 -4.646
O -6.606 1.397 2.280
O 7.925 -3.062 -1.259
O -1.684 -5.555 7.010
O -8.448 6.670 1.369
O -1.268 -4.561 -4.336
O -3.093 3.583 3.372
O 2.287 2.609 1.695
O -1.487 1.835 4.500
O 0.873 8.310 0.798
O 7.500 -3.625 3.744
O 0.157 -1.973 -1.073
O -6.749 4.305 0.744
O 5.167 1.812 -1.362
O 0.180 -3.238 0.766
O -3.067 -0.452 -2.938
O -0.440 -5.388 5.104
O 2.065 -6.997 2.263
O -0.171 6.302 -1.005
O -3.024 2.570 -4.994
O 1.634 -0.634 2.150
O -7.595 1.402 4.240
O -4.753 4.261 -1.285
O -3.918 -5.412 3.389
O 4.558 3.922 -1.752
O -2.130 -0.634 6.324
O 4.466 2.969 1.832
O -5.788 -4.156 -1.610
O 3.015 4.698 1.478
O -6.495 -0.500 3.423
O 9.810 -2.289 -3.353
C 0.223 4.937 -0.948
C 5.682 -5.054 3.856
C -2.706 -2.900 -5.145
C 0.702 0.358 -4.826
C -1.740 3.954 3.532
C -1.006 1.116 0.426
C 3.029 -6.183 1.554
C -1.139 -0.235 -0.192
C 5.266 4.155 2.019
C -2.109 5.406 -4.241
C -4.103 -1.057 -2.279
C 10.133 -2.964 -2.114
C -2.720 1.231 4.816
C 5.714 -3.488 -0.463
C 4.683 2.769 -2.113
C 9.106 -2.453 -1.131
C -4.343 -5.789 4.699
C 6.184 -3.714 3.303
C -3.923 4.628 -5.512
C -7.709 4.481 1.794
C 6.534 3.987 1.189
C 2.448 -0.568 4.315
C -0.196 -0.586 -1.387
C -6.108 4.101 -1.593
C -8.509 8.065 1.595
C -7.036 4.704 -0.491
C 0.948 7.100 -1.404
C 0.368 -6.132 -4.063
C -3.253 -4.166 3.368
C -0.094 -2.251 0.201
C 3.680 -3.908 -1.555
C 1.551 0.130 3.356
C 2.663 -2.065 -5.173
C -5.654 -0.686 2.216
C -3.031 -3.768 1.920
C 4.815 1.002 -3.516
C 4.984 -2.452 -4.806
C -7.007 -3.916 -2.422
C -2.152 -3.572 -3.956
C 1.493 -1.737 -4.308
C -1.887 -1.719 -6.911
C -4.204 3.316 -4.896
C -1.320 3.226 4.782
C -0.466 8.158 2.765
C 1.411 2.273 -2.194
C -5.944 0.540 1.346
C -6.957 0.800 3.421
C 2.771 -1.327 2.202
C 0.195 7.414 1.635
C -4.419 5.671 -1.282
C 10.442 -2.900 -4.408
C -3.682 4.169 2.172
C -6.083 -4.153 -0.269
C -2.020 9.349 1.497
C -0.573 -5.274 -3.352
C 6.894 -2.554 -0.407
C -4.691 1.199 0.827
C -7.756 5.885 2.320
C -3.083 0.973 -3.236
C 4.357 -6.286 2.229
C 0.744 1.883 -4.378
C 4.350 5.299 1.570
C 3.192 3.394 1.634
C 1.157 -3.667 4.433
C -3.222 1.248 -4.756
C -4.856 -4.579 0.557
C -2.673 -0.277 5.084
C 3.335 0.335 5.138
C 4.209 -0.358 -1.379
C 5.207 0.546 -2.068
C 8.270 -2.497 3.324
C 1.638 7.751 -0.246
C 1.580 -5.485 6.156
C 2.235 -6.379 -5.294
C -1.696 -1.971 6.204
C -0.639 -5.400 6.476
C 0.935 -5.097 4.793
C 0.769 -6.700 1.654
H 3.103 -5.920 -5.846
H -1.746 6.278 -3.712
H 8.285 -1.702 4.033
H 0.520 0.179 3.774
H 5.538 -2.949 3.733
H -6.641 0.311 0.563
H -0.039 -4.598 -2.663
H 3.145 -3.192 -0.925
H 1.226 -3.072 5.353
H 2.754 1.093 5.661
H -3.340 5.732 -1.539
H -1.109 3.671 2.721
H -8.299 5.856 3.241
H -3.713 -0.696 4.974
H -2.812 -1.055 -6.974
H -3.185 1.645 5.692
H -6.828 -4.885 -0.109
H 3.098 -6.598 0.519
H 3.862 -0.317 5.807
H 9.008 -1.377 -1.313
H 5.675 -2.506 -3.958
H -1.240 -5.898 -2.658
H -7.060 5.802 -0.664
H -3.038 -3.620 -5.874
H 4.452 -7.337 2.576
H 0.874 6.647 2.037
H 5.572 -5.079 4.954
H -1.476 -2.322 7.220
H -3.082 9.389 1.235
H -0.002 -7.370 2.107
H 11.561 -2.816 -4.243
H -1.618 1.171 1.311
H -2.289 -3.006 1.811
H -6.262 2.966 -1.693
H -4.175 1.562 1.743
H -0.751 -2.099 5.640
H -3.212 4.436 -6.308
H -8.744 4.177 1.451
H -2.195 -0.358 -0.473
H 9.426 -2.516 -0.059
H 3.198 -3.908 -2.567
H 1.672 6.544 -1.967
H 1.236 -5.821 4.081
H 0.222 4.472 -1.947
H 9.324 -2.877 3.130
H 0.442 -5.669 1.916
H -2.505 0.639 -5.303
H -0.268 -0.035 -4.738
H -1.773 10.393 1.864
H -8.896 8.331 2.627
H 6.120 -4.439 -0.578
H 7.259 -2.513 0.602
H -1.399 9.052 0.603
H 6.423 -5.871 3.607
H -2.636 -4.650 1.358
H -6.932 -4.398 -3.480
H 7.182 4.802 1.508
H -2.043 -0.722 4.276
H -7.590 8.593 1.381
H -3.735 5.242 2.387
H 1.835 1.147 3.068
H 5.125 -6.103 1.447
H -4.094 0.454 0.305
H -6.221 4.634 -2.579
H 3.974 0.443 -3.860
H -7.237 -2.869 -2.543
H 5.708 0.858 -4.183
H -4.740 -6.795 4.679
H -2.279 -4.345 3.856
H -3.491 -2.197 -4.871
H -4.672 3.708 1.913
H -0.403 7.563 3.657
H -1.671 -2.827 -3.297
H -5.077 -5.245 1.398
H 1.906 -1.337 4.883
H 6.042 -3.647 2.249
H -3.642 -3.383 4.009
H 0.775 -6.782 0.553
H 0.549 7.882 -2.012
H -7.824 -4.292 -1.857
H 1.717 -6.561 6.174
H 2.638 -3.092 -5.478
H -7.272 3.804 2.475
H 1.096 2.352 -1.170
H 10.121 -4.070 -2.151
H 1.724 2.337 -4.568
H -0.611 6.817 1.200
H 1.566 -6.780 -6.052
H -5.991 -1.513 1.680
H -0.111 -6.559 -4.958
H -4.833 5.032 -5.913
H 1.225 4.718 -0.573
H -0.519 4.494 -0.329
H 6.270 0.242 -1.981
H 2.729 -1.430 -6.095
H 2.026 3.117 -2.459
H 2.668 -7.125 -4.599
H 4.631 5.624 0.585
H -0.057 2.262 -4.997
H 4.249 6.126 2.243
H -5.177 -5.118 4.881
H 3.266 0.203 -1.420
H 11.139 -2.627 -1.683
H 5.070 -3.257 0.373
H 0.022 1.434 0.661
H -1.417 5.263 -5.099
H -4.710 3.458 -3.922
H -8.057 4.394 -0.828
H -3.925 1.471 -2.754
H -4.937 2.084 0.180
H -3.807 -1.419 -1.253
H -4.410 -1.852 -2.957
H 5.445 4.266 3.086
H 2.666 -5.160 1.626
H 2.444 7.124 0.219
H 3.948 0.857 4.385
H -1.978 4.444 -3.686
H 0.034 9.108 3.048
H 7.839 -2.069 2.423
H 0.405 -3.322 3.737
H 2.103 -3.443 3.914
H 0.516 -2.040 -4.765
H -3.556 -5.737 5.398
H 6.575 -1.572 -0.713
H 2.551 -5.012 6.413
H 1.077 0.413 -5.899
H -4.109 -5.022 -0.119
H -6.721 6.236 2.567
H -4.618 -0.852 2.518
H 4.831 -3.476 -5.077
H -1.357 1.895 -0.225
H -1.952 3.462 5.620
H 0.670 0.029 -1.446
H -0.679 -0.544 -2.385
H 3.799 -4.943 -1.151
H 2.228 8.580 -0.640
H 10.080 -2.398 -5.309
H -3.073 -4.006 -3.399
H -4.638 6.219 -0.370
H -4.917 2.797 -5.606
H -3.438 1.300 4.040
H 1.657 -2.275 -3.336
H -1.669 5.043 3.646
H -2.466 -2.585 5.717
H 4.508 -0.437 -0.349
H -4.980 -0.424 -2.139
H -4.875 6.143 -2.149
H -3.000 3.963 1.351
H -0.280 3.363 5.064
H -0.937 -1.184 -7.142
H 2.044 1.396 -2.153
H 0.692 -7.016 -3.507
H 5.539 -2.022 -5.614
H -2.007 -2.578 -7.560
H 6.290 3.974 0.117
H 10.340 -4.009 -4.420
H -4.247 0.979 -5.061
H 4.217 -1.340 -1.930
H -9.219 8.410 0.875
H -2.182 1.430 -2.848
H 7.080 3.096 1.473
H -6.419 -3.233 0.189
```

Atomic partial charges in e from the Löwdin method, atoms 1 to 6: 0.14, 0.06, 0.05, -0.14, -0.21, 0.06



Number 1: HOMO level -8.7248 eV. Number 2: HOMO level -8.6660 eV. Number 3: HOMO level -8.2728 eV. Number 4: HOMO level -9.2345 eV.